1.
ORCA calculation (ωB97M-V with the def2-TZVPD basis set) on a 2-piece molecular cluster, CH4FNS overall in a non-equilibrium geometry.

Last column: Löwdin charge in e.
Geometry (Å):
C -0.175 0.648 0.697  -0.085
N -3.098 -0.007 -1.604  -0.349
F -3.280 -0.778 0.916  -0.410
S -3.203 0.521 -0.278  0.848
H -1.400 0.676 0.718  -0.053
H 0.221 0.284 1.706  0.044
H 0.398 1.536 0.451  0.009
H -0.005 -0.035 -0.113  -0.004

Calculated values
Kohn-Sham gap (spin up / spin down) ... 8.642 / 8.035 eV
LUMO energy (spin up / spin down) ... 0.235 / -4.037 eV
Strongest force on any atom ... 0.158 hartree/bohr
Energy above the lowest of the compared OMol25 structures with the same formula, charge and spin ... 59.4 kcal/mol
Energy ... -16139.4052 eV
2S+1 ... 3

=====

2.
ORCA calculation (ωB97M-V with the def2-TZVPD basis set) on CH4FNS2 in the gas phase in a non-equilibrium geometry.

Last column: Löwdin charge in e.
Geometry (Å):
C 0.175 1.579 0.241  -0.191
N 0.775 0.421 -0.244  -0.463
F -0.321 -1.319 -1.942  -0.466
S -0.780 -2.068 0.875  0.362
S 0.603 -1.043 -0.512  0.717
H 0.720 1.738 1.199  0.094
H 0.506 2.373 -0.436  0.087
H -0.847 1.605 0.504  0.065
H -0.829 -3.286 0.315  -0.206

Calculated values
Kohn-Sham gap ... 9.777 eV
LUMO energy ... 0.140 eV
Strongest force on any atom ... 0.072 hartree/bohr
Energy above the lowest of the compared OMol25 structures with the same formula, charge and spin ... 17.8 kcal/mol
Energy ... -26977.9154 eV

=====

3.
ORCA calculation (ωB97M-V with the def2-TZVPD basis set) on CH4I2N as an isolated structure in a non-equilibrium geometry.

Last column: Löwdin charge in e.
Geometry (Å):
C -1.247 -0.057 -0.497  -1.189
N 0.042 0.160 0.337  -0.031
I -2.291 -1.899 0.016  0.835
I -2.349 1.751 0.001  0.853
H -0.976 -0.111 -1.619  0.061
H 0.003 -0.510 1.168  0.143
H 0.207 1.236 0.665  0.163
H 0.879 -0.076 -0.251  0.164

Calculated values
Total charge ... +1
Kohn-Sham gap ... 9.035 eV
LUMO energy ... -4.897 eV
Strongest force on any atom ... 0.065 hartree/bohr
Energy above the lowest of the compared OMol25 structures with the same formula, charge and spin ... 3.8 kcal/mol
Energy ... -18785.1130 eV

=====

4.
ORCA calculation (ωB97M-V with the def2-TZVPD basis set) on CH4I2Si in the gas phase in a non-equilibrium geometry.

Last column: Löwdin charge in e.
Geometry (Å):
C -1.297 0.040 0.502  -0.155
Si 0.764 0.035 -0.589  -0.280
I 1.874 -2.134 -0.018  0.277
I 2.236 1.812 0.114  0.351
H -1.171 -0.652 1.365  0.010
H -1.248 1.027 0.932  -0.019
H -1.846 -0.339 -0.292  -0.045
H 0.688 0.211 -2.015  -0.137

Calculated values
Kohn-Sham gap ... 9.471 eV
LUMO energy ... 0.062 eV
SMILES ... C[SiH](I)I
Strongest force on any atom ... 0.104 hartree/bohr
Energy above the lowest of the compared OMol25 structures with the same formula, charge and spin ... 34.2 kcal/mol
Energy ... -25181.5817 eV

=====

5.
ORCA calculation (ωB97M-V with the def2-TZVPD basis set) on a 2-piece molecular cluster, CH4I2Si overall in a non-equilibrium geometry.

Last column: Löwdin charge in e.
Geometry (Å):
C 0.480 -0.236 -0.758  -0.354
Si 0.288 -0.353 1.110  0.176
I 1.659 -2.061 2.224  0.283
I -2.987 3.470 -0.929  0.001
H 1.342 -0.807 -1.100  0.015
H -0.408 -0.623 -1.254  0.013
H 0.604 0.798 -1.081  0.010
H -0.978 -0.189 1.789  -0.144

Calculated values
Kohn-Sham gap (spin up / spin down) ... 9.309 / 3.559 eV
LUMO energy (spin up / spin down) ... -0.444 / -3.506 eV
Strongest force on any atom ... 0.031 hartree/bohr
Energy above the lowest of the compared OMol25 structures with the same formula, charge and spin ... 85.5 kcal/mol
Energy ... -25179.3589 eV

=====

6.
ORCA calculation (ωB97M-V with the def2-TZVPD basis set) on a 2-piece molecular cluster, CH4IN2 overall in a non-equilibrium geometry.

Last column: Löwdin charge in e.
Geometry (Å):
C -0.103 0.657 -0.138  -0.262
N 1.083 0.119 0.039  0.151
N -1.158 -0.162 -0.111  -0.497
I -3.114 -0.028 -0.007  1.130
H -0.128 1.704 -0.230  0.139
H 1.800 0.596 0.425  0.092
H 1.248 -0.846 -0.014  0.014
H 0.372 -2.040 0.035  0.233

Calculated values
Total charge ... +1
Kohn-Sham gap (spin up / spin down) ... 9.110 / 6.369 eV
LUMO energy (spin up / spin down) ... -5.442 / -7.904 eV
Strongest force on any atom ... 0.077 hartree/bohr
Energy above the lowest of the compared OMol25 structures with the same formula, charge and spin ... 137.3 kcal/mol
Energy ... -12169.9698 eV

=====

Among the records above, which one has the highest energy?
CH4IN2

=====

Number 1 is which compound?
CH4FNS

=====

Which formula does entry 4 have?
CH4I2Si

=====

What is the energy above the lowest of the compared OMol25 structures with the same formula, charge and spin in the first record?
59.4 kcal/mol